The following is a DFT calculation (ωB97M-V/def2-TZVPD) of a structure of composition C50H69N3O5PReSi3Te.

Summary:
HOMO energy (alpha / beta) in eV: -7.81 / -7.83
E_LUMO (alpha / beta) in eV: -1.0316 / -1.0573
Net charge: 0
HOMO-LUMO gap (alpha / beta) in eV: 6.78 / 6.77

Last column: Mulliken charge in e.
Atoms and positions in Å:
Re1 0.90 -0.50 -0.18  -0.959
N1 4.00 0.18 -2.36  -0.371
C1 4.21 0.26 -0.91  -0.018
C2 3.93 -1.09 -0.28  0.079
O1 4.86 -1.83 -0.02  -0.689
N2 2.63 -1.47 -0.02  0.487
C3 2.60 -2.66 0.85  -0.825
C4 1.18 -2.98 1.23  0.109
O2 0.84 -3.94 1.86  -0.670
O3 0.30 -2.09 0.76  0.313
H1 4.69 -0.43 -2.77  0.273
H2 4.14 1.09 -2.78  0.219
H3 3.55 1.00 -0.48  -0.380
H4 5.24 0.50 -0.62  0.550
H5 3.16 -2.47 1.77  0.429
H6 3.05 -3.52 0.37  0.457
C5 1.77 2.56 -1.16  -0.941
O4 1.35 1.23 -1.48  0.110
Si1 0.45 0.73 -2.85  0.559
C6 -0.75 2.12 -3.18  -1.133
C7 1.47 0.62 -4.40  -1.198
C8 -0.10 -0.84 -1.99  0.459
Si2 -2.02 -0.85 -1.80  0.463
C9 -2.73 -2.46 -1.19  -0.717
C10 -2.66 0.47 -0.64  1.296
C11 -2.80 -0.52 -3.50  -1.371
Si3 0.45 -2.49 -2.82  0.701
C12 0.01 -4.02 -1.81  -0.594
C13 2.29 -2.67 -3.15  -1.048
C14 -0.39 -2.63 -4.49  -1.330
H7 1.10 3.28 -1.63  -0.095
H8 2.79 2.73 -1.51  0.422
H9 1.72 2.68 -0.08  0.272
H10 -0.20 2.93 -3.68  0.595
H11 -1.19 2.53 -2.28  -0.284
H12 -1.55 1.81 -3.85  0.430
H13 2.05 1.54 -4.51  0.446
H14 0.79 0.56 -5.25  0.346
H15 2.16 -0.22 -4.43  0.159
H16 -2.33 -2.77 -0.23  -0.387
H17 -2.60 -3.28 -1.90  0.487
H18 -3.81 -2.30 -1.07  0.511
H19 -2.38 0.26 0.39  -1.078
H20 -3.75 0.47 -0.70  0.683
H21 -2.30 1.47 -0.88  -1.069
H22 -2.07 -0.40 -4.31  0.377
H23 -3.42 0.37 -3.47  0.433
H24 -3.44 -1.36 -3.77  0.457
H25 -0.26 -3.81 -0.78  -0.319
H26 0.87 -4.70 -1.80  0.457
H27 -0.82 -4.56 -2.26  0.494
H28 2.90 -2.56 -2.26  0.202
H29 2.68 -2.00 -3.91  0.318
H30 2.42 -3.69 -3.52  0.491
H31 -1.46 -2.82 -4.40  0.305
H32 0.05 -3.48 -5.03  0.405
H33 -0.25 -1.74 -5.11  0.262
C15 -6.39 8.42 -1.85  -1.619
C16 -5.35 7.46 -1.35  0.624
C17 -4.39 7.86 -0.43  -1.026
C18 -3.41 6.99 0.04  0.739
C19 -2.42 7.49 1.05  -1.389
C20 -3.39 5.68 -0.46  -0.298
Te1 -1.94 4.30 0.24  0.738
N3 0.14 0.76 0.88  1.445
C21 0.79 0.89 2.07  -0.131
O5 1.92 0.38 2.20  -0.744
C22 0.16 1.64 3.19  0.213
C23 -1.15 2.10 3.11  0.793
C24 -1.69 2.82 4.17  -1.471
C25 -0.93 3.07 5.30  -0.667
C26 0.37 2.59 5.39  -0.921
C27 0.92 1.88 4.34  -0.671
C28 -0.27 5.43 -0.39  0.777
C29 -0.30 6.02 -1.65  -0.542
C30 0.78 6.74 -2.12  -0.835
C31 1.92 6.85 -1.34  -0.728
C32 1.96 6.25 -0.09  -0.708
C33 0.87 5.54 0.41  0.521
C34 0.95 4.92 1.78  -0.992
C35 -4.35 5.25 -1.38  1.120
C36 -4.39 3.84 -1.91  -1.165
C37 -5.32 6.15 -1.81  -0.997
H34 -6.41 9.34 -1.26  0.362
H35 -7.39 7.98 -1.81  0.368
H36 -6.20 8.70 -2.89  0.315
H37 -4.41 8.87 -0.05  0.341
H38 -2.75 8.45 1.46  0.460
H39 -1.43 7.64 0.60  0.225
H40 -2.30 6.79 1.87  0.193
H41 -1.74 1.88 2.23  0.666
H42 -2.71 3.18 4.10  0.536
H43 -1.36 3.63 6.12  0.453
H44 0.96 2.78 6.28  0.394
H45 1.93 1.50 4.38  0.511
H46 -1.20 5.92 -2.26  0.510
H47 0.74 7.20 -3.10  0.431
H48 2.78 7.40 -1.70  0.383
H49 2.85 6.35 0.52  0.406
H50 1.87 5.21 2.29  0.506
H51 0.92 3.83 1.74  -0.052
H52 0.10 5.22 2.40  0.301
H53 -3.43 3.54 -2.33  0.080
H54 -5.15 3.75 -2.69  0.434
H55 -4.63 3.12 -1.13  0.243
H56 -6.07 5.82 -2.52  0.378
C38 -1.69 -1.67 4.34  -1.599
P1 -2.51 -1.62 2.69  2.150
C39 -3.30 -3.28 2.71  0.289
C40 -4.53 -3.55 3.30  -0.647
C41 -5.05 -4.84 3.29  -0.662
C42 -4.33 -5.88 2.70  -0.492
C43 -3.10 -5.62 2.12  -0.845
C44 -2.59 -4.33 2.13  -0.335
C45 -3.95 -0.53 3.00  -0.217
C46 -4.03 0.34 4.08  -0.751
C47 -5.09 1.24 4.20  -0.517
C48 -6.08 1.28 3.23  -0.692
C49 -6.01 0.40 2.15  -0.721
C50 -4.96 -0.48 2.04  -0.289
H57 -2.40 -1.85 5.15  0.492
H58 -1.15 -0.74 4.52  0.335
H59 -0.96 -2.48 4.31  0.493
H60 -5.10 -2.76 3.77  0.384
H61 -6.01 -5.04 3.74  0.398
H62 -4.74 -6.88 2.68  0.378
H63 -2.53 -6.42 1.67  0.446
H64 -1.61 -4.13 1.70  0.183
H65 -3.27 0.33 4.85  0.370
H66 -5.13 1.91 5.05  0.455
H67 -6.90 1.98 3.32  0.392
H68 -6.79 0.42 1.39  0.447
H69 -4.91 -1.16 1.19  0.469